1.
Density functional theory data (ωB97M-V with the def2-TZVPD basis set) for C30H42GeIrN7O6S2 as an isolated structure.

Net charge = +1
2S+1 = 2
ΔE to the lowest compared entry with this formula, charge and spin = 125.2 kcal per mole
Electronic energy = -135526.183 eV

Positions of all 89 atoms, in Å:
Ir (1.9548, 1.3755, 0.1668)
N (1.7379, 1.6369, 2.4421)
C (1.0417, 2.7442, 3.1007)
C (-0.3432, 2.9404, 2.5263)
C (-0.2788, 3.6966, 1.2249)
N (0.1479, 2.8373, 0.1142)
H (1.3780, 0.7481, 2.7665)
H (2.7494, 1.6829, 2.6030)
H (1.6335, 3.6472, 2.9565)
H (0.9584, 2.5539, 4.1710)
H (-0.9475, 3.5081, 3.2336)
H (-0.8249, 1.9690, 2.3636)
H (0.4395, 4.5105, 1.3190)
H (-1.2562, 4.1306, 1.0130)
H (0.4142, 3.4193, -0.6840)
H (-0.6067, 2.2096, -0.1604)
C (7.1134, 1.1987, -2.0878)
N (6.0757, 1.1737, -1.0726)
C (6.2451, 1.6838, 0.2807)
C (4.8764, 1.4221, 0.8869)
O (4.5499, 1.5611, 2.0500)
N (4.0750, 0.9293, -0.1185)
C (4.8168, 0.8013, -1.2451)
N (4.3537, 0.1880, -2.3188)
H (7.8577, 1.9415, -1.8132)
H (6.6959, 1.4751, -3.0549)
H (7.6079, 0.2296, -2.1673)
H (6.4429, 2.7589, 0.2763)
H (7.0368, 1.1700, 0.8250)
H (3.3564, -0.0086, -2.3220)
H (4.7679, 0.3741, -3.2195)
N (2.5389, -0.8077, 1.2153)
H (3.3077, -0.6446, 1.8603)
H (2.8903, -1.3182, 0.4125)
H (1.8176, -1.3605, 1.6692)
O (1.6058, -0.4867, -1.5812)
C (0.5095, -0.7148, -1.0469)
O (0.1022, 0.0159, -0.0762)
C (-0.3436, -1.8896, -1.4790)
C (-0.9387, -2.6415, -0.2563)
Ge (-2.9153, -2.5225, -0.0783)
C (-3.6202, -3.2982, -1.7252)
C (-3.2767, -4.6092, -2.0672)
C (-3.7096, -5.1649, -3.2645)
C (-4.4879, -4.4129, -4.1371)
C (-4.8222, -3.1044, -3.8156)
C (-4.3926, -2.5495, -2.6144)
C (-3.7296, -0.7678, 0.2664)
C (-5.1256, -0.7335, 0.3101)
C (-5.8001, 0.4497, 0.5870)
C (-5.0843, 1.6154, 0.8323)
C (-3.6972, 1.5902, 0.8018)
C (-3.0200, 0.4046, 0.5251)
C (-3.3734, -3.5971, 1.5010)
C (-2.9364, -3.1586, 2.7529)
C (-3.2779, -3.8594, 3.9029)
C (-4.0596, -5.0060, 3.8107)
C (-4.4986, -5.4488, 2.5705)
C (-4.1588, -4.7466, 1.4174)
H (0.2716, -2.5399, -2.0934)
H (-1.1409, -1.4830, -2.1111)
H (-0.4944, -2.2716, 0.6692)
H (-0.6980, -3.7030, -0.3223)
H (-2.6747, -5.2014, -1.3840)
H (-3.4447, -6.1850, -3.5159)
H (-4.8326, -4.8488, -5.0663)
H (-5.4215, -2.5159, -4.5001)
H (-4.6631, -1.5296, -2.3627)
H (-5.6899, -1.6444, 0.1339)
H (-6.8832, 0.4612, 0.6176)
H (-5.6077, 2.5378, 1.0531)
H (-3.1409, 2.5020, 1.0038)
H (-1.9393, 0.3792, 0.5110)
H (-2.3405, -2.2526, 2.8298)
H (-2.9408, -3.5082, 4.8712)
H (-4.3323, -5.5484, 4.7072)
H (-5.1124, -6.3390, 2.4973)
H (-4.5177, -5.0886, 0.4525)
C (3.8307, 5.9103, -0.1139)
S (3.3558, 4.3506, -0.8044)
O (4.4870, 3.8013, -1.5120)
O (2.2044, 4.6930, -1.6384)
O (2.9336, 3.5318, 0.3863)
H (4.1718, 6.5400, -0.9320)
H (4.6376, 5.7160, 0.5944)
H (2.9646, 6.3408, 0.3841)
S (1.3503, 2.1176, -2.5989)
C (2.6217, 2.0556, -3.6582)
N (3.4722, 1.9805, -4.4471)

Löwdin charges in e: Ir 1.488; N -0.024; C -0.207; C -0.175; C -0.213; N -0.032; H 0.097; H 0.056; H 0.126; H 0.132; H 0.130; H 0.115; H 0.122; H 0.127; H 0.026; H 0.081; C 0.015; N -0.065; C -0.001; C -0.464; O 0.043; N 0.007; C -0.398; N 0.241; H 0.103; H 0.100; H 0.102; H 0.147; H 0.150; H 0.059; H 0.100; N 0.048; H 0.057; H 0.061; H 0.070; O -0.152; C -0.677; O -0.140; C -0.125; C -0.234; Ge 1.019; C -0.282; C -0.119; C -0.080; C -0.081; C -0.079; C -0.104; C -0.262; C -0.107; C -0.069; C -0.081; C -0.091; C -0.105; C -0.275; C -0.119; C -0.089; C -0.086; C -0.080; C -0.100; H 0.121; H 0.121; H 0.049; H 0.072; H 0.101; H 0.105; H 0.106; H 0.106; H 0.093; H 0.110; H 0.109; H 0.106; H 0.083; H 0.054; H 0.093; H 0.101; H 0.104; H 0.106; H 0.093; C -0.124; S 0.404; O -0.308; O -0.398; O -0.441; H 0.080; H 0.068; H 0.068; S 0.786; C -0.777; N 0.099

2.
Density functional theory data (ωB97M-V with the def2-TZVPD basis set) for C44H44AuN3P2Si as an isolated structure.

Net charge = +2
2S+1 = 1
ΔE to the lowest compared entry with this formula, charge and spin = 4.8 kcal per mole
Electronic energy = -80949.409 eV

Positions of all 95 atoms, in Å:
Au (-0.3823, 0.8745, -0.1075)
C (-0.6796, 2.0291, 3.0991)
Si (-0.0523, 0.5425, 2.2234)
C (1.7934, 0.3578, 2.3698)
C (2.4317, 1.1193, 3.3545)
C (3.8124, 1.0898, 3.5086)
C (4.5809, 0.3141, 2.6598)
C (3.9715, -0.4520, 1.6709)
C (2.5897, -0.4441, 1.5181)
P (1.8178, -1.4593, 0.2069)
C (2.9450, -2.8808, 0.0217)
C (3.1666, -3.6707, 1.1540)
C (4.0224, -4.7574, 1.0984)
C (4.6628, -5.0756, -0.0954)
C (4.4415, -4.3038, -1.2236)
C (3.5863, -3.2068, -1.1676)
C (2.0929, -0.4912, -1.3251)
C (2.9869, 0.5768, -1.4055)
C (3.2159, 1.2169, -2.6187)
C (2.5482, 0.8057, -3.7631)
C (1.6514, -0.2537, -3.6973)
C (1.4310, -0.9003, -2.4900)
C (-1.0557, -0.9469, 2.6372)
C (-1.4331, -1.1960, 3.9585)
C (-2.2514, -2.2755, 4.2603)
C (-2.7022, -3.1120, 3.2449)
C (-2.3264, -2.8780, 1.9307)
C (-1.5129, -1.7853, 1.6318)
P (-1.0599, -1.4116, -0.0760)
C (-2.5692, -0.7266, -0.8768)
C (-3.8448, -0.7962, -0.3138)
C (-4.9329, -0.2544, -0.9879)
C (-4.7665, 0.3503, -2.2283)
C (-3.5005, 0.4382, -2.7924)
C (-2.4068, -0.0930, -2.1189)
C (-0.8307, -3.0302, -0.8429)
C (-0.0716, -4.0021, -0.1900)
C (0.0723, -5.2564, -0.7539)
C (-0.5209, -5.5396, -1.9802)
C (-1.2758, -4.5760, -2.6331)
C (-1.4314, -3.3169, -2.0704)
H (-0.4498, 1.9603, 4.1668)
H (-0.2328, 2.9488, 2.7147)
H (-1.7645, 2.0940, 2.9905)
H (1.8466, 1.7381, 4.0257)
H (4.2832, 1.6749, 4.2879)
H (5.6585, 0.3017, 2.7614)
H (4.5833, -1.0659, 1.0213)
H (2.6711, -3.4299, 2.0905)
H (4.1973, -5.3540, 1.9844)
H (5.3326, -5.9245, -0.1414)
H (4.9439, -4.5441, -2.1515)
H (3.4319, -2.6116, -2.0588)
H (3.5119, 0.9118, -0.5192)
H (3.9293, 2.0303, -2.6705)
H (2.7344, 1.2999, -4.7081)
H (1.1386, -0.5878, -4.5905)
H (0.7694, -1.7586, -2.4671)
H (-1.0837, -0.5563, 4.7618)
H (-2.5391, -2.4641, 5.2863)
H (-3.3481, -3.9488, 3.4764)
H (-2.6711, -3.5441, 1.1486)
H (-3.9949, -1.2578, 0.6534)
H (-5.9192, -0.3186, -0.5462)
H (-5.6238, 0.7481, -2.7561)
H (-3.3645, 0.9066, -3.7590)
H (-1.4193, -0.0171, -2.5721)
H (0.3717, -3.7918, 0.7730)
H (0.6490, -6.0129, -0.2383)
H (-0.3965, -6.5185, -2.4253)
H (-1.7482, -4.8027, -3.5797)
H (-2.0336, -2.5762, -2.5787)
C (-3.6677, 5.0724, 0.1625)
C (-3.8567, 3.7347, -0.5153)
N (-2.5826, 3.0185, -0.5050)
C (-1.3670, 3.6056, -0.5406)
N (-0.2807, 2.8187, -0.6686)
C (1.0442, 3.4587, -0.7696)
C (1.0958, 4.7349, 0.0397)
C (-0.0073, 5.6436, -0.4461)
N (-1.2931, 4.9383, -0.4370)
C (-2.4990, 5.7771, -0.4927)
H (-3.4647, 4.9281, 1.2260)
H (-4.5672, 5.6779, 0.0661)
H (-4.2033, 3.8759, -1.5423)
H (-4.5898, 3.1225, 0.0057)
H (-2.6040, 2.0435, -0.7657)
H (1.2673, 3.6675, -1.8195)
H (1.7889, 2.7465, -0.4224)
H (2.0589, 5.2311, -0.0716)
H (0.9504, 4.5055, 1.0991)
H (0.2067, 5.9992, -1.4578)
H (-0.1099, 6.5175, 0.1951)
H (-2.7294, 6.0235, -1.5328)
H (-2.2671, 6.7068, 0.0225)

Löwdin charges in e: Au 0.938; C -0.177; Si 0.583; C -0.277; C -0.083; C -0.049; C -0.038; C -0.080; C -0.371; P 1.039; C -0.383; C -0.116; C -0.064; C -0.063; C -0.060; C -0.071; C -0.405; C -0.096; C -0.066; C -0.057; C -0.063; C -0.136; C -0.292; C -0.061; C -0.037; C -0.036; C -0.075; C -0.386; P 0.922; C -0.392; C -0.056; C -0.050; C -0.060; C -0.068; C -0.166; C -0.373; C -0.120; C -0.037; C -0.037; C -0.047; C -0.073; H 0.052; H 0.031; H 0.048; H 0.097; H 0.118; H 0.120; H 0.119; H 0.113; H 0.113; H 0.114; H 0.113; H 0.100; H 0.101; H 0.117; H 0.115; H 0.115; H 0.087; H 0.114; H 0.120; H 0.121; H 0.123; H 0.104; H 0.118; H 0.118; H 0.119; H 0.093; H 0.089; H 0.120; H 0.120; H 0.118; H 0.101; C -0.144; C -0.158; N 0.089; C -0.355; N -0.114; C -0.214; C -0.148; C -0.125; N -0.013; C -0.118; H 0.128; H 0.131; H 0.129; H 0.125; H 0.078; H 0.125; H 0.085; H 0.131; H 0.115; H 0.140; H 0.131; H 0.141; H 0.130

3.
Density functional theory data (ωB97M-V with the def2-TZVPD basis set) for an isolated molecule of C6H11NO.

Net charge = 0
2S+1 = 1
ΔE to the lowest compared entry with this formula, charge and spin = 96.8 kcal per mole
Electronic energy = -9934.256 eV

Positions of all 19 atoms, in Å:
C (0.1558, -1.0930, -2.0844)
C (-0.1106, 0.6485, 2.2914)
C (-0.5761, 0.0877, -1.5609)
C (0.3783, 0.0715, 0.9612)
N (0.4917, -1.3662, 0.9844)
C (-0.4250, 0.6749, -0.3375)
C (1.2467, 0.8019, 0.0862)
O (-1.4396, 0.5983, -2.4634)
H (-1.8848, 1.3763, -2.0965)
H (1.4582, -1.6475, 0.8812)
H (0.0731, -1.7890, 1.8027)
H (-1.0468, 1.5401, -0.1200)
H (1.2880, 1.8591, 0.3765)
H (0.2471, -1.8368, -1.2933)
H (-0.3557, -1.5008, -2.9568)
H (1.1643, -0.7935, -2.3734)
H (0.6621, 0.4899, 3.0473)
H (-1.0268, 0.1574, 2.6350)
H (-0.2998, 1.7210, 2.2204)

natural (NBO) charges in e: C -0.710; C -0.630; C 0.553; C 0.112; N -0.851; C -0.388; C -0.448; O -0.641; H 0.487; H 0.382; H 0.365; H 0.205; H 0.158; H 0.271; H 0.227; H 0.269; H 0.222; H 0.202; H 0.213

4.
Density functional theory data (ωB97M-V with the def2-TZVPD basis set) for C14H12BF2N11O2S5SbTc as an isolated structure.

Net charge = 0
2S+1 = 1
Electronic energy = -104225.450 eV

Positions of all 49 atoms, in Å:
Tc (1.2985, -1.4610, 1.5180)
N (2.7335, 0.7080, 3.8844)
C (1.4380, 0.2781, 4.0919)
N (0.6777, 0.6193, 5.0930)
N (-0.4985, -0.0389, 4.8652)
N (-0.4373, -0.7435, 3.7976)
N (0.8195, -0.5744, 3.2687)
C (3.0898, 1.0224, 2.5953)
N (3.8633, 2.0662, 2.2638)
N (3.8396, 2.1123, 0.9493)
N (3.1087, 1.1289, 0.5180)
N (2.6243, 0.3883, 1.5438)
H (3.0948, 1.3258, 4.5944)
C (-4.9544, 3.0054, -2.9208)
C (-3.7051, 2.5791, -2.1946)
C (-3.7789, 2.1087, -0.8793)
C (-2.6501, 1.6803, -0.2097)
C (-1.4286, 1.7308, -0.8775)
C (-1.3167, 2.1961, -2.1795)
C (-2.4655, 2.6211, -2.8274)
S (-0.0497, 1.1583, 0.0119)
O (1.0705, 1.4464, -0.9666)
O (0.0383, 1.8248, 1.2653)
N (-0.1989, -0.4145, 0.2228)
C (-0.0056, -1.3109, -0.8455)
C (-0.5676, -1.3208, -2.1068)
C (-0.2076, -2.3591, -2.9485)
C (0.6696, -3.3479, -2.5155)
C (1.1891, -3.2687, -1.2420)
N (0.8473, -2.2532, -0.4439)
H (-5.6403, 3.5269, -2.2524)
H (-5.4797, 2.1298, -3.3103)
H (-4.7244, 3.6583, -3.7620)
H (-4.7384, 2.0855, -0.3737)
H (-2.7062, 1.3235, 0.8136)
H (-0.3499, 2.2368, -2.6651)
H (-2.3943, 3.0006, -3.8413)
H (-1.2616, -0.5475, -2.4052)
H (-0.6200, -2.4060, -3.9489)
H (0.9508, -4.1708, -3.1571)
H (1.8557, -4.0154, -0.8295)
S (2.0626, -5.3591, 4.7060)
Sb (1.8064, -4.7553, 2.5840)
S (-0.0446, -3.0932, 2.2571)
S (3.0700, -2.6510, 2.0434)
S (1.7823, -6.0554, 0.7649)
F (3.2175, 1.6707, -1.8517)
B (2.5470, 0.9412, -0.9363)
F (2.5289, -0.4272, -1.1614)

natural (NBO) charges in e: Tc 0.569; N -0.578; C 0.486; N -0.334; N -0.024; N -0.087; N -0.386; C 0.488; N -0.288; N 0.049; N -0.178; N -0.366; H 0.440; C -0.637; C 0.034; C -0.211; C -0.169; C -0.311; C -0.180; C -0.221; S 2.332; O -0.888; O -0.884; N -0.930; C 0.406; C -0.281; C -0.112; C -0.251; C 0.090; N -0.440; H 0.228; H 0.232; H 0.224; H 0.226; H 0.248; H 0.250; H 0.224; H 0.241; H 0.230; H 0.239; H 0.258; S -0.632; Sb 1.283; S 0.111; S -0.025; S -0.704; F -0.487; B 1.238; F -0.523